This record from OMol25 describes C8H18F3I2MoO4P2S as an isolated structure at a distorted geometry. The level of theory is the ωB97M-V functional and the def2-TZVPD basis.

* F_max: 7.37 eV Å⁻¹
* spin multiplicity: 3
* lowest unoccupied orbital energy (alpha / beta): -14.017 / -13.795 eV
* total charge: +3
* HOMO-LUMO gap (alpha / beta): 5.34 / 5.56 eV
* energy relative to the best compared isomer or geometry (same formula, charge and spin): 28.2 kcal per mole
* <S²>: 2.3767

Positions of all 39 atoms, in Å:
1 I -1.586 0.246 -2.893
2 I 0.985 0.044 -2.976
3 Mo -0.527 0.534 0.437
4 P -0.363 -2.889 -0.426
5 C -0.748 -4.295 0.625
6 C -1.485 -3.063 -1.824
7 H -1.619 -4.156 -1.821
8 H 1.540 -3.998 -1.363
9 H -1.052 -2.697 -2.748
10 H 1.541 -2.223 -1.747
11 H -1.801 -4.186 0.928
12 H -2.409 -2.510 -1.623
13 C 1.334 -2.990 -0.971
14 H -0.600 -5.242 0.072
15 H 2.016 -2.745 -0.145
16 H -0.130 -4.204 1.533
17 P -0.500 2.748 -0.882
18 C -0.636 3.628 0.712
19 C 1.031 3.421 -1.697
20 H -1.593 3.204 -3.015
21 H -1.577 4.716 -2.080
22 H -2.717 3.410 -1.679
23 C -1.695 3.620 -2.006
24 H 1.093 2.873 -2.639
25 H 1.107 4.507 -1.918
26 H -0.475 4.714 0.575
27 H 0.111 3.205 1.408
28 H 1.888 3.137 -1.086
29 H -1.648 3.432 1.104
30 C -1.029 0.835 2.426
31 O -1.582 1.150 3.418
32 F 3.159 -0.470 4.314
33 C 2.114 0.150 3.730
34 F 1.061 0.091 4.559
35 F 2.439 1.468 3.532
36 S 1.574 -0.785 1.958
37 O 2.767 -1.213 1.221
38 O 0.729 -1.805 2.562
39 O -0.717 -1.661 0.425


This record from OMol25 describes AsBH9N2O as an isolated structure at a distorted geometry. The level of theory is the ωB97M-V functional and the def2-TZVPD basis.

* F_max: 3.40 eV Å⁻¹
* lowest unoccupied orbital energy: 3.722 eV
* total charge: -1
* HOMO-LUMO gap: 6.33 eV

Positions of all 14 atoms, in Å:
1 N -1.027 1.129 0.743
2 As -0.802 -0.121 -0.700
3 B 0.955 -0.680 0.134
4 N 2.005 0.231 0.743
5 O 1.234 -2.157 0.173
6 H -0.164 1.740 0.711
7 H -1.795 1.778 0.396
8 H -1.515 -1.264 0.104
9 H -2.209 0.284 -1.252
10 H -0.163 1.002 -1.566
11 H -0.548 -1.113 -1.878
12 H 1.575 0.586 1.649
13 H 2.072 1.113 0.153
14 H 0.384 -2.527 0.589


This record from OMol25 describes C45H57IN3O2OsSi4 as an isolated structure at a distorted geometry. The level of theory is the ωB97M-V functional and the def2-TZVPD basis.

* F_max: 2.18 eV Å⁻¹
* lowest unoccupied orbital energy (alpha / beta): -3.479 / -3.466 eV
* total charge: +1
* HOMO-LUMO gap (alpha / beta): 6.70 / 6.72 eV

Positions of all 113 atoms, in Å:
1 Os 0.454 -0.492 -0.209
2 O -0.055 -0.621 -2.012
3 C -1.170 -1.300 -2.607
4 C -1.657 -2.410 -1.685
5 C -2.127 -2.084 -0.295
6 C -3.312 -2.630 0.168
7 C -3.615 -2.569 1.516
8 C -2.672 -2.046 2.378
9 C -1.496 -1.519 1.869
10 C -0.377 -1.108 2.783
11 C 0.984 -1.732 2.380
12 O 1.492 -0.977 1.279
13 C 0.874 -3.198 1.961
14 C -0.031 -4.069 2.559
15 C -0.102 -5.398 2.167
16 C 0.735 -5.878 1.171
17 C 1.648 -5.021 0.575
18 C 1.718 -3.692 0.969
19 C 1.978 -1.596 3.539
20 C 3.024 -0.682 3.494
21 C 3.908 -0.554 4.558
22 C 3.754 -1.340 5.688
23 C 2.712 -2.254 5.744
24 C 1.836 -2.383 4.678
25 N -1.281 -1.443 0.542
26 C -0.627 -1.884 -3.921
27 C -0.566 -3.241 -4.207
28 C -0.028 -3.686 -5.412
29 C 0.455 -2.781 -6.339
30 C 0.391 -1.419 -6.064
31 C -0.150 -0.979 -4.870
32 C -2.301 -0.339 -2.970
33 C -2.274 1.010 -2.672
34 C -3.262 1.863 -3.155
35 C -4.311 1.365 -3.905
36 C -4.367 0.002 -4.178
37 C -3.363 -0.836 -3.730
38 H -0.838 -3.126 -1.549
39 H -2.457 -2.946 -2.194
40 H -3.978 -3.111 -0.535
41 H -4.542 -2.981 1.893
42 H -2.816 -2.071 3.450
43 H -0.639 -1.381 3.805
44 H -0.233 -0.026 2.767
45 H -0.694 -3.722 3.341
46 H -0.814 -6.059 2.643
47 H 0.679 -6.915 0.865
48 H 2.313 -5.386 -0.197
49 H 2.438 -3.035 0.499
50 H 3.141 -0.032 2.639
51 H 4.713 0.167 4.501
52 H 4.441 -1.243 6.518
53 H 2.584 -2.877 6.619
54 H 1.046 -3.119 4.737
55 H -0.931 -3.980 -3.508
56 H 0.009 -4.747 -5.619
57 H 0.872 -3.129 -7.275
58 H 0.754 -0.701 -6.787
59 H -0.222 0.084 -4.676
60 H -1.461 1.407 -2.087
61 H -3.206 2.924 -2.940
62 H -5.078 2.028 -4.283
63 H -5.178 -0.400 -4.770
64 H -3.386 -1.885 -4.005
65 I 5.225 0.853 -3.986
66 C 4.086 0.445 -2.328
67 C 4.513 0.313 -1.025
68 N 3.421 0.079 -0.280
69 N 2.313 0.040 -1.035
70 C 2.700 0.257 -2.286
71 H 5.497 0.363 -0.591
72 H 3.323 -0.191 0.691
73 H 1.982 0.248 -3.086
74 C 0.515 2.644 -3.215
75 Si 0.814 3.295 -1.473
76 C 0.044 4.995 -1.318
77 C 2.686 3.486 -1.269
78 Si 0.105 1.838 0.324
79 Si -2.343 2.191 0.952
80 C -2.776 3.974 0.565
81 C -3.618 1.058 0.187
82 C -2.367 1.934 2.813
83 Si 1.024 2.775 2.345
84 C 0.826 1.925 4.009
85 C 2.889 2.921 2.076
86 C 0.302 4.495 2.512
87 H 1.373 2.928 -3.830
88 H -0.380 3.081 -3.660
89 H 0.404 1.564 -3.250
90 H 0.266 5.551 -2.234
91 H 0.448 5.563 -0.481
92 H -1.036 4.960 -1.216
93 H 3.149 3.697 -2.237
94 H 3.166 2.596 -0.865
95 H 2.924 4.322 -0.610
96 H -2.633 4.201 -0.488
97 H -2.220 4.697 1.157
98 H -3.840 4.121 0.780
99 H -3.943 1.402 -0.791
100 H -4.490 1.052 0.851
101 H -3.274 0.035 0.088
102 H -1.694 2.623 3.314
103 H -2.133 0.914 3.111
104 H -3.375 2.153 3.183
105 H 1.275 0.936 4.056
106 H -0.196 1.856 4.375
107 H 1.379 2.560 4.709
108 H 3.304 2.070 1.534
109 H 3.397 2.979 3.043
110 H 3.142 3.823 1.520
111 H -0.776 4.478 2.662
112 H 0.518 5.134 1.657
113 H 0.747 4.955 3.399


This record from OMol25 describes a 14-piece molecular cluster, C7H41NO13 overall at a distorted geometry. The level of theory is the ωB97M-V functional and the def2-TZVPD basis.

* F_max: 6.01 eV Å⁻¹
* lowest unoccupied orbital energy: -0.029 eV
* total charge: 0
* HOMO-LUMO gap: 9.13 eV
* energy relative to the best compared isomer or geometry (same formula, charge and spin): 137.1 kcal per mole

Positions of all 62 atoms, in Å:
1 C -1.568 0.102 -0.667
2 C -0.964 0.337 0.810
3 C -0.661 -0.965 1.366
4 C 0.305 -1.782 0.574
5 C 3.780 -0.004 1.222
6 C 2.709 -1.196 0.995
7 C 1.576 -0.963 0.280
8 N -1.942 1.152 1.619
9 H -1.825 0.967 -1.126
10 H -2.251 -0.790 -0.661
11 H -0.757 -0.218 -1.302
12 H -0.089 0.931 0.638
13 H -1.556 -1.529 1.276
14 H -0.306 -0.848 2.398
15 H -0.069 -2.139 -0.463
16 H 0.585 -2.796 1.068
17 H 3.498 0.922 0.896
18 H 4.020 0.127 2.245
19 H 4.771 -0.175 0.883
20 H 2.821 -2.093 1.702
21 H 1.520 -0.090 -0.338
22 H -2.523 0.442 2.102
23 H -2.588 1.691 0.983
24 H -1.003 3.086 2.508
25 H -1.614 2.863 3.918
26 O -0.985 3.383 3.406
27 H -0.503 -0.757 -3.123
28 H 0.892 -0.633 -3.549
29 O 0.170 -0.171 -3.362
30 H 0.313 -4.815 -1.769
31 H 0.935 -4.041 -2.822
32 O 0.956 -4.964 -2.395
33 H -1.187 3.915 -0.447
34 H -1.322 2.622 -1.376
35 O -1.765 3.252 -0.825
36 H 0.715 1.046 -2.138
37 H -0.398 1.902 -2.814
38 O 0.511 2.055 -2.328
39 H -4.038 -0.347 -0.130
40 H -5.433 -0.975 -0.322
41 O -4.558 -1.162 -0.080
42 H -2.134 -2.329 -2.188
43 H -1.384 -2.674 -3.573
44 O -1.249 -2.108 -2.707
45 H 1.058 5.534 0.327
46 H 1.693 4.786 -0.871
47 O 0.853 5.139 -0.547
48 H 1.167 -0.355 4.033
49 H 2.312 -1.438 4.392
50 O 1.343 -1.397 4.160
51 H 2.311 -2.675 -1.774
52 H 3.152 -2.082 -2.784
53 O 2.317 -2.357 -2.659
54 H -3.926 -2.258 -1.251
55 H -3.157 -3.481 -0.912
56 O -3.570 -3.007 -1.767
57 H 2.026 3.032 0.016
58 H 1.818 2.720 -1.506
59 O 2.488 2.777 -0.833
60 H 1.174 2.101 4.404
61 H 0.467 1.432 3.252
62 O 1.064 1.298 3.932


This record from OMol25 describes C14H17ClF5N4O8S2TeW as an isolated structure at a distorted geometry. The level of theory is the ωB97M-V functional and the def2-TZVPD basis.

* F_max: 6.77 eV Å⁻¹
* lowest unoccupied orbital energy: -5.787 eV
* total charge: +1
* HOMO-LUMO gap: 5.89 eV
* energy relative to the best compared isomer or geometry (same formula, charge and spin): 109.3 kcal per mole

Positions of all 53 atoms, in Å:
1 W -0.472 -0.001 -0.794
2 O 2.002 0.686 -2.349
3 Cl 2.337 0.180 -1.073
4 O 1.594 0.973 -0.066
5 O 0.142 -0.742 1.105
6 O 1.683 -1.140 -0.863
7 C 1.171 4.364 0.185
8 C 0.170 4.091 1.322
9 C -0.236 2.739 1.195
10 N -0.531 1.650 0.952
11 H 1.457 5.412 0.191
12 H 0.722 4.123 -0.775
13 H 2.065 3.760 0.310
14 H -0.715 4.725 1.216
15 H 0.619 4.282 2.302
16 S 1.041 -1.865 1.768
17 C 0.662 -3.427 1.104
18 N -0.173 -4.249 1.790
19 C -0.917 -5.314 1.136
20 C -0.807 -5.207 -0.380
21 C 0.659 -4.996 -0.759
22 N 1.211 -3.846 -0.062
23 H -0.596 -3.857 2.615
24 H -1.960 -5.246 1.447
25 H -0.505 -6.269 1.484
26 H -1.421 -4.374 -0.740
27 H -1.177 -6.116 -0.850
28 H 0.753 -4.848 -1.838
29 H 1.242 -5.877 -0.468
30 H 1.653 -3.129 -0.624
31 F -1.946 -0.991 -4.596
32 Te -1.293 -1.905 -2.994
33 F -0.003 -2.701 -4.335
34 F -0.724 -2.072 -0.668
35 F -2.229 -0.001 -2.342
36 F -0.258 1.568 -1.642
37 O 0.024 -0.759 -2.565
38 O -2.522 1.827 -0.467
39 C -3.081 0.781 -0.123
40 N -2.310 -0.331 0.110
41 S -3.283 -1.670 0.005
42 O -2.997 -2.598 1.052
43 O -3.143 -2.216 -1.341
44 C -4.831 -0.811 0.115
45 C -6.132 -1.257 0.142
46 C -7.144 -0.303 0.095
47 C -6.849 1.056 0.036
48 C -5.538 1.497 -0.017
49 C -4.518 0.547 0.012
50 H -6.359 -2.308 0.195
51 H -8.173 -0.622 0.094
52 H -7.650 1.778 0.016
53 H -5.292 2.546 -0.069


This record from OMol25 describes C17H29BF4NO2P2Re as an isolated structure at a distorted geometry. The level of theory is the ωB97M-V functional and the def2-TZVPD basis.

* F_max: 2.29 eV Å⁻¹
* spin multiplicity: 4
* lowest unoccupied orbital energy (alpha / beta): -2.765 / -5.314 eV
* total charge: +1
* HOMO-LUMO gap (alpha / beta): 7.82 / 5.77 eV
* <S²>: 3.8114

Positions of all 57 atoms, in Å:
1 C -0.788 3.877 -1.579
2 C -0.913 2.532 -1.148
3 N 0.038 2.075 -0.239
4 C 0.928 2.888 0.365
5 C 0.902 4.259 0.087
6 C 0.047 4.747 -0.904
7 C -1.878 1.620 -1.603
8 P -1.981 0.001 -0.776
9 Re 0.093 -0.123 0.115
10 P 2.116 0.429 1.028
11 C 1.851 2.240 1.381
12 C 0.133 -2.106 0.532
13 C -0.949 -2.730 1.219
14 C -1.030 -4.129 1.288
15 C -0.016 -4.927 0.741
16 C 1.082 -4.325 0.118
17 C 1.168 -2.930 0.005
18 O -0.687 0.517 -4.413
19 O 0.569 -1.361 -2.966
20 H -1.421 4.199 -2.413
21 H 1.548 4.914 0.673
22 H 0.041 5.815 -1.148
23 C -3.413 0.444 0.260
24 C -2.656 -1.299 -1.852
25 H 2.833 2.728 1.417
26 H 1.393 2.281 2.382
27 H -1.204 0.917 -3.690
28 H -2.699 1.999 -2.227
29 C 2.635 -0.258 2.599
30 C 3.639 0.464 0.024
31 H -1.690 -2.114 1.721
32 H -1.881 -4.583 1.787
33 H -0.080 -6.018 0.808
34 H 1.887 -4.935 -0.288
35 H 2.039 -2.461 -0.450
36 H 0.494 -0.881 -1.814
37 H 0.109 -2.219 -3.098
38 H 0.114 -0.766 -3.568
39 H -0.029 1.206 -4.636
40 H 1.311 -0.100 -1.032
41 H -4.231 0.753 -0.406
42 H -3.680 -0.425 0.868
43 H -3.112 1.283 0.901
44 H -3.530 -0.921 -2.395
45 H -1.918 -1.683 -2.572
46 H -2.967 -2.126 -1.200
47 H 4.431 0.999 0.558
48 H 3.956 -0.562 -0.188
49 H 3.426 0.963 -0.927
50 H 3.627 0.153 2.804
51 H 1.939 -0.031 3.412
52 H 2.701 -1.342 2.488
53 F -0.890 0.393 1.953
54 B -0.864 0.181 3.853
55 F -0.245 -1.041 3.905
56 F -0.103 1.288 4.133
57 F -2.198 0.233 4.108


This record from OMol25 describes C29H37BrN4O8PPtS2Te as an isolated structure. The level of theory is the ωB97M-V functional and the def2-TZVPD basis.

* F_max: 0.15 eV Å⁻¹
* lowest unoccupied orbital energy: 2.235 eV
* total charge: -1
* HOMO-LUMO gap: 6.89 eV
* energy relative to the best compared isomer or geometry (same formula, charge and spin): 0.1 kcal per mole

Positions of all 84 atoms, in Å:
1 Pt -0.515 1.706 -1.003
2 C 7.430 3.358 -0.007
3 C 6.200 2.597 -0.426
4 C 5.084 2.533 0.406
5 C 3.935 1.871 0.012
6 C 3.902 1.251 -1.230
7 C 5.000 1.295 -2.072
8 C 6.144 1.968 -1.665
9 S 2.408 0.421 -1.725
10 O 2.714 -0.175 -3.007
11 O 2.046 -0.475 -0.643
12 N 1.325 1.561 -1.801
13 C 1.574 2.683 -2.699
14 C 0.763 3.889 -2.236
15 O 0.972 4.993 -2.694
16 O -0.175 3.637 -1.355
17 H 7.499 3.428 1.078
18 H 7.407 4.376 -0.403
19 H 8.337 2.881 -0.379
20 H 5.114 3.015 1.377
21 H 3.065 1.826 0.657
22 H 4.944 0.806 -3.035
23 H 7.005 2.007 -2.323
24 H 1.283 2.457 -3.730
25 H 2.626 2.980 -2.710
26 C -3.460 1.213 4.287
27 C -2.148 1.987 4.295
28 C -0.969 1.113 4.710
29 N -0.657 0.104 3.717
30 C 0.218 0.295 2.727
31 S 1.066 1.708 2.482
32 N 0.421 -0.792 1.875
33 C -0.190 -2.021 1.953
34 O -1.069 -2.292 2.765
35 C 0.307 -3.069 1.015
36 C -0.569 -4.095 0.678
37 C -0.161 -5.105 -0.173
38 C 1.135 -5.105 -0.674
39 C 2.020 -4.100 -0.316
40 C 1.609 -3.079 0.529
41 H -4.290 1.838 3.956
42 H -3.697 0.838 5.286
43 H -3.404 0.353 3.615
44 H -2.216 2.830 4.988
45 H -1.934 2.403 3.308
46 H -1.202 0.591 5.643
47 H -0.079 1.720 4.865
48 H -1.125 -0.798 3.722
49 H 0.979 -0.581 1.045
50 H -1.573 -4.070 1.077
51 H -0.854 -5.887 -0.457
52 H 1.456 -5.894 -1.344
53 H 3.030 -4.097 -0.705
54 H 2.299 -2.292 0.793
55 Br -5.197 4.940 -1.192
56 C -4.337 3.430 -0.455
57 C -5.020 2.579 0.394
58 C -4.335 1.493 0.908
59 C -3.015 1.292 0.553
60 N -2.380 2.113 -0.290
61 C -3.022 3.176 -0.788
62 H -6.056 2.763 0.642
63 H -4.816 0.793 1.575
64 H -2.445 0.447 0.914
65 H -2.452 3.811 -1.451
66 C 0.202 -3.284 -3.961
67 C 0.117 -2.185 -2.934
68 O -1.055 -2.414 -2.119
69 P -1.863 -1.152 -1.575
70 O -0.927 -0.295 -0.727
71 Te -3.140 -0.115 -3.263
72 O -2.768 -1.885 -0.465
73 C -3.698 -2.902 -0.845
74 C -4.610 -3.152 0.334
75 H 1.113 -3.155 -4.548
76 H -0.658 -3.250 -4.632
77 H 0.231 -4.264 -3.479
78 H 0.044 -1.208 -3.417
79 H 0.981 -2.171 -2.270
80 H -3.141 -3.802 -1.121
81 H -4.259 -2.564 -1.721
82 H -4.031 -3.432 1.216
83 H -5.311 -3.957 0.105
84 H -5.180 -2.253 0.568


This record from OMol25 describes one molecule with the formula C5H10N2O2 at a distorted geometry. The level of theory is the ωB97M-V functional and the def2-TZVPD basis.

* F_max: 2.95 eV Å⁻¹
* SMILES: C=C[C@@H](N(C)C)[N+](=O)[O-]
* lowest unoccupied orbital energy: 0.214 eV
* total charge: 0
* HOMO-LUMO gap: 9.95 eV
* energy relative to the best compared isomer or geometry (same formula, charge and spin): 138.3 kcal per mole

Positions of all 19 atoms, in Å:
1 C 1.370 -0.239 2.276
2 C 1.257 -0.205 0.917
3 C 0.091 -0.549 -0.005
4 N -0.338 0.608 -0.746
5 C -0.759 1.643 0.269
6 C -1.451 0.169 -1.623
7 N 0.761 -1.503 -0.955
8 O 0.552 -2.692 -0.791
9 O 1.491 -1.127 -1.853
10 H 2.322 0.060 2.682
11 H 0.570 -0.505 2.955
12 H 2.267 -0.245 0.377
13 H -0.730 -1.185 0.451
14 H 0.149 2.008 0.937
15 H -1.207 2.465 -0.237
16 H -1.469 1.229 0.922
17 H -0.925 -0.504 -2.258
18 H -2.235 -0.479 -1.127
19 H -1.718 1.050 -2.191


total charge of number 3 (C45H57IN3O2OsSi4)?
+1


The highest total charge belongs to which entry?
C8H18F3I2MoO4P2S


Look up the total charge of the third one.
+1